Record 1
# C4H14N2O

A 2-piece molecular cluster, C4H14N2O overall (the ωB97M-V functional and the def2-TZVPD basis, OMol25).

The geometry in ORCA input format:
```
! wB97M-V def2-TZVPD RIJCOSX def2/J DEFGRID3
* xyz 0 1
C 1.5583 -0.5536 -1.4148
C 0.6941 -0.5295 -0.1543
C 0.2958 0.9103 0.2529
C -0.9378 1.4355 -0.5099
N -1.7604 2.2853 0.3643
N 1.3135 -1.2051 0.9871
H 1.0125 -0.4097 -2.3461
H 2.2254 0.3183 -1.4602
H 2.2255 -1.3861 -1.2918
H -0.2705 -0.9876 -0.3066
H 1.0916 1.6527 0.1187
H 0.1835 0.9343 1.3319
H -0.5788 2.0777 -1.3123
H -1.5884 0.6979 -0.9723
H -1.3287 3.1691 0.5708
H -2.0873 1.7458 1.1471
H 1.4944 -0.5552 1.7450
H 2.2500 -1.5773 0.8620
H -1.5747 -2.9900 1.3816
H -1.9199 -2.5161 0.0685
O -2.2980 -2.5167 0.9386
*
```

As for the structure (SMILES): C[C@@H](N)CCN.O. The HOMO energy comes out at -0.3242 Eh. The value obtained for the orbital gap is 9.8 eV. Its energy above the lowest of the compared OMol25 structures with the same formula, charge and spin is 153.4 kJ/mol.

Here are the Löwdin charges for atoms 1 to 2, given in e: number 1, C, carries -0.052; number 2, C, carries -0.455

***

Record 2
# CH3Br2P

A 2-piece molecular cluster, CH3Br2P overall (the ωB97M-V functional and the def2-TZVPD basis, OMol25).

The geometry in ORCA input format:
```
! wB97M-V def2-TZVPD RIJCOSX def2/J DEFGRID3
* xyz 0 1
C -0.2701 -0.8750 0.1588
P -0.9377 0.5133 1.1230
Br 2.9587 1.9400 -0.5294
Br -1.3691 1.8278 -0.5777
H 0.1135 -0.4394 -0.8133
H -0.9291 -1.6920 -0.1745
H 0.4337 -1.2747 0.8132
*
```

The HOMO energy (alpha / beta) comes out at -0.3662 / -0.2994 Eh. The value obtained for the orbital gap (alpha / beta) is 8.9 / 4.4 eV. Its energy above the lowest of the compared OMol25 structures with the same formula, charge and spin is 308.8 kJ/mol.

Here are the Löwdin charges for atoms 1 to 2, given in e: number 1, C, carries -0.527; number 2, P, carries 0.373

***

Record 3
# C4H5FN2

One molecule with the formula C4H5FN2 (the ωB97M-V functional and the def2-TZVPD basis, OMol25).

The geometry in ORCA input format:
```
! wB97M-V def2-TZVPD RIJCOSX def2/J DEFGRID3
* xyz 0 1
C 0.4856 -0.2545 0.9633
C -0.2838 0.7249 0.1592
C -1.3217 0.3565 -0.9086
C 1.0142 -0.9850 -0.2312
H -0.0142 -0.8626 1.8386
H -0.8915 1.2678 0.9719
H 0.3659 1.6262 -0.3201
H -2.0985 1.0235 -1.1770
H 1.9566 -1.3888 -0.0200
N -1.1033 -0.6811 -1.4634
N 0.3132 -1.2290 -1.3099
F 1.5776 0.4020 1.4971
*
```

As for the structure (SMILES): F[C@@H]1C=NN=CC1. The HOMO energy comes out at -0.3701 Eh. The value obtained for the orbital gap is 10.6 eV. Its energy above the lowest of the compared OMol25 structures with the same formula, charge and spin is 380.2 kJ/mol.

Here are the Löwdin charges for atoms 1 to 2, given in e: number 1, C, carries -0.351; number 2, C, carries -0.164

***

Record 4
# C6H11NO2S

One molecule with the formula C6H11NO2S (the ωB97M-V functional and the def2-TZVPD basis, OMol25).

The geometry in ORCA input format:
```
! wB97M-V def2-TZVPD RIJCOSX def2/J DEFGRID3
* xyz 0 1
C 2.2961 -2.2637 -0.6326
C 1.1266 -1.8335 -0.1982
C -0.3094 1.3756 -0.8209
C 0.6721 1.9226 0.1109
C -0.6479 0.0351 -0.3260
C -1.5677 0.0024 0.8711
N 0.8015 -0.5499 0.2332
O 2.5782 0.8318 1.4546
O 2.6193 0.5712 -1.0726
S 1.9268 0.6622 0.1998
H 2.1096 -3.3029 -0.8974
H 3.4130 -2.0722 -0.5308
H 0.2982 -2.4813 0.0331
H -1.3464 1.9128 -0.7231
H -0.0405 1.3990 -1.9768
H 1.0932 2.8282 -0.2246
H 0.2964 2.0608 1.1820
H -0.8959 -0.6633 -1.2154
H -0.9546 0.0830 1.8201
H -1.8395 -1.0257 0.8718
H -2.4197 0.7514 0.8998
*
```

As for the structure (SMILES): C=CN1[C@@H](C)CCS1(=O)=O. The HOMO energy comes out at -0.3237 Eh. The value obtained for the orbital gap is 9.5 eV. Its energy above the lowest of the compared OMol25 structures with the same formula, charge and spin is 236.9 kJ/mol.

Here are the Löwdin charges for atoms 1 to 2, given in e: number 1, C, carries 0.003; number 2, C, carries -0.261

***

Record 5
# C12H8MoN2O4S

C12H8MoN2O4S as an isolated structure (the ωB97M-V functional and the def2-TZVPD basis, OMol25).

The geometry in ORCA input format:
```
! wB97M-V def2-TZVPD RIJCOSX def2/J DEFGRID3
* xyz 4 1
Mo -0.4373 0.2223 0.1729
O -1.7827 -0.5678 -3.5135
C -1.2059 -0.0141 -2.6930
O -1.1979 -0.5148 -1.2263
C -0.3858 1.2174 -2.6489
C -0.0821 2.0345 -3.7075
C 0.7191 3.1618 -3.4565
C 1.1758 3.4457 -2.1629
C 0.8358 2.5706 -1.1561
N 0.0662 1.4903 -1.4036
C 1.2383 2.6541 0.2611
O 1.8777 3.4216 0.8329
O 0.6100 1.4579 0.9105
H -0.4491 1.8113 -4.7038
H 1.0000 3.8114 -4.2779
H 1.7877 4.3171 -1.9536
S -0.9474 -0.7971 2.2412
C -1.9478 -1.6615 3.2617
N -2.7848 -2.6758 2.8360
C -3.5402 -3.3490 3.6859
C -3.5075 -3.0508 5.0911
C -2.6585 -2.0723 5.5668
C -1.8692 -1.3619 4.6535
H -2.8227 -2.9362 1.8496
H -4.1724 -4.1308 3.2716
H -4.1578 -3.6124 5.7559
H -2.5884 -1.8558 6.6275
H -1.1938 -0.5843 4.9957
*
```

The HOMO energy (alpha / beta) comes out at -0.8863 / -0.8865 Eh. The value obtained for the orbital gap (alpha / beta) is 5.9 / 5.9 eV.

Here are the Löwdin charges for atoms 1 to 2, given in e: number 1, Mo, carries 1.754; number 2, O, carries 0.373

***

Record 6
# C32H41N2O3PdS3

C32H41N2O3PdS3 as an isolated structure (the ωB97M-V functional and the def2-TZVPD basis, OMol25).

The geometry in ORCA input format:
```
! wB97M-V def2-TZVPD RIJCOSX def2/J DEFGRID3
* xyz -1 1
Pd 0.5588 -0.2380 -0.2398
C -0.5131 3.2807 -2.4794
C -0.6419 1.9340 -1.8045
N 0.4372 1.2563 -1.5509
N 1.6218 1.8107 -2.0211
C 2.6871 1.1712 -1.6880
S 2.7686 -0.2736 -0.7625
S 4.2300 1.8468 -2.2116
C 3.6865 3.3462 -3.0435
C 3.2218 4.4881 -2.1632
C 2.8983 5.6944 -2.7791
C 2.4210 6.7684 -2.0421
C 2.2588 6.6489 -0.6692
C 2.5829 5.4518 -0.0467
C 3.0620 4.3804 -0.7872
C -1.9771 1.4648 -1.4603
C -3.0666 2.0719 -2.1238
C -4.3774 1.7437 -1.8830
C -4.6571 0.7758 -0.9097
C -3.6328 0.1571 -0.2476
C -2.2638 0.4442 -0.5118
O -1.4008 -0.2577 0.1423
H 0.4592 3.7124 -2.2693
H -1.2933 3.9544 -2.1334
H -0.6018 3.1775 -3.5640
H 2.8884 3.0727 -3.7339
H 4.5461 3.6640 -3.6380
H 3.0114 5.7894 -3.8539
H 2.1715 7.6962 -2.5420
H 1.8787 7.4805 -0.0896
H 2.4517 5.3410 1.0224
H 3.2955 3.4489 -0.2893
H -2.8662 2.8202 -2.8779
H -5.1729 2.2287 -2.4326
H -5.6830 0.5107 -0.6812
H -3.8227 -0.5949 0.5089
C -0.0791 -5.3028 -2.8433
C 0.5066 -4.5876 -1.6394
S -0.0908 -2.8763 -1.4810
O -0.0199 -2.3271 -2.8687
C -1.8663 -3.2027 -1.1391
C -2.7328 -2.8357 -2.3323
H 0.4725 -6.2204 -3.0552
H -0.0248 -4.6522 -3.7161
H -1.1237 -5.5707 -2.6768
H 1.5894 -4.4807 -1.7197
H 0.2911 -5.0898 -0.6940
H -2.0956 -2.5746 -0.2783
H -1.9830 -4.2471 -0.8525
H -2.4912 -1.8361 -2.6898
H -3.7840 -2.8513 -2.0386
H -2.5869 -3.5266 -3.1619
C -0.1247 1.9867 2.3907
C 0.7130 1.1721 3.3784
C 2.1974 1.1970 3.0004
C 0.1606 -0.2284 3.6118
C -0.4618 -0.4629 4.8302
C -0.9799 -1.7011 5.1774
C -0.8658 -2.7380 4.2693
C -0.2692 -2.5550 3.0303
C -0.0916 -3.7201 2.0874
C -1.3354 -4.5978 1.9824
C 1.1192 -4.5613 2.5018
C 0.2726 -1.2928 2.6660
O 0.9676 -1.1578 1.5533
H 0.2830 2.9970 2.2887
H -1.1604 2.0632 2.7292
H -0.1359 1.5261 1.4061
H 0.6224 1.6786 4.3474
H 2.3625 0.7373 2.0302
H 2.7898 0.6510 3.7383
H 2.5644 2.2290 2.9719
H -0.5305 0.3583 5.5378
H -1.4508 -1.8550 6.1406
H -1.2494 -3.7185 4.5346
H 0.1423 -3.2772 1.1187
H -1.5356 -5.1078 2.9289
H -1.2018 -5.3780 1.2276
H -2.2205 -4.0143 1.7289
H 0.9677 -4.9744 3.5030
H 2.0197 -3.9464 2.5201
H 1.2824 -5.3957 1.8121
*
```

The HOMO energy comes out at -0.1618 Eh. The value obtained for the orbital gap is 6.9 eV. Its energy above the lowest of the compared OMol25 structures with the same formula, charge and spin is 0.0 kJ/mol.

Here are the Löwdin charges for atoms 1 to 2, given in e: number 1, Pd, carries 0.766; number 2, C, carries -0.022

***

Q: Which formula does entry 5 have?
A: C12H8MoN2O4S